H22O11 as an isolated structure. Source: the Open Molecules 2025 dataset; level of theory: ωB97M-V/def2-TZVPD.

Positions of all 33 atoms, in Å:
O  1.81694  -0.00732  -2.11580
H  1.80125  -0.00584  -3.07287
H  1.05741  0.51727  -1.86252
O  1.76497  0.73106  0.45368
H  2.58016  0.76189  -0.04706
H  1.89936  0.02679  1.08785
O  -1.62612  1.77335  0.72207
H  -0.76475  1.78946  1.13922
H  -1.86721  0.84717  0.70496
O  -2.36462  -0.26153  0.72896
H  -2.09849  -1.07771  1.15234
H  -3.16420  -0.48736  0.25365
O  0.10370  -2.35925  1.51344
H  -0.74824  -1.93277  1.42095
H  0.65044  -1.95131  0.84195
O  0.57113  1.60507  1.94956
H  0.74312  1.16780  1.11562
H  1.41760  1.61113  2.39642
O  -3.01289  0.55427  -1.51903
H  -3.47846  1.35984  -1.74382
H  -2.30653  0.83914  -0.93925
O  0.23950  1.30011  -1.40810
H  0.72413  1.80221  -0.75293
H  -0.32166  1.94540  -1.83815
O  1.16882  -2.24277  -1.64660
H  1.01969  -1.29819  -1.60462
H  0.43077  -2.57992  -2.15439
O  -0.19097  -0.64948  0.00813
H  -1.12121  -0.44174  0.09607
H  0.17855  0.09822  -0.46156
O  1.73746  -0.77263  1.91474
H  2.27429  -1.55587  2.03550
H  0.88617  -1.10646  1.63174

Forces on atoms 1 to 2 (eV/Å):
O 3.55 -1.08 -1.64
H 0.29 -0.28 -0.26

ΔE to the lowest compared entry with this formula, charge and spin: 9.978 eV
multiplicity: 1
HOMO level: -9.7 eV
total charge: 0


A 11-piece molecular cluster, H22O11 overall. Source: the Open Molecules 2025 dataset; level of theory: ωB97M-V/def2-TZVPD.

Positions of all 33 atoms, in Å:
O  -3.65713  0.97866  -0.77492
H  -3.80592  1.56021  -0.02934
H  -3.38380  0.14975  -0.38192
O  -1.09847  1.69961  -3.66170
H  -1.84377  1.90724  -3.09809
H  -1.14936  2.33909  -4.37214
O  -3.73953  -4.03468  -1.19253
H  -3.81911  -4.32897  -2.09989
H  -2.82709  -4.21003  -0.96251
O  2.69279  1.20575  2.54712
H  2.36092  0.94209  3.40536
H  3.64013  1.27305  2.66646
O  3.68436  4.11608  -1.79919
H  4.60839  3.91319  -1.94493
H  3.26296  3.26176  -1.70546
O  -0.35446  -0.94412  -0.31843
H  -0.98491  -0.43940  0.19539
H  0.34913  -0.32437  -0.51099
O  -2.94463  -0.30177  3.38592
H  -3.41796  0.28215  3.97857
H  -3.05307  -1.17214  3.76927
O  0.46461  -2.91703  3.59343
H  0.39786  -2.45465  4.42888
H  0.07428  -2.31884  2.95621
O  3.44160  0.40443  -1.87828
H  4.07557  0.44035  -2.59453
H  3.61179  -0.43400  -1.44898
O  0.21814  3.99648  1.47662
H  -0.07296  3.79814  0.58660
H  0.71188  3.22189  1.74585
O  0.60695  -4.10062  -2.18486
H  1.54946  -4.21582  -2.06384
H  0.40131  -3.29350  -1.71314

Forces on atoms 1 to 2 (eV/Å):
O 0.12 0.17 -0.26
H -0.08 0.17 0.20

SMILES: O.O.O.O.O.O.O.O.O.O.O
ΔE to the lowest compared entry with this formula, charge and spin: 2.439 eV
multiplicity: 1
HOMO level: -11.3 eV
total charge: 0


A 11-piece molecular cluster, H22O11 overall. Source: the Open Molecules 2025 dataset; level of theory: ωB97M-V/def2-TZVPD.

Positions of all 33 atoms, in Å:
O  2.68860  -1.84820  -1.74754
H  3.11110  -1.20022  -2.20749
H  1.85764  -1.49817  -1.61590
O  2.67971  2.06869  -2.16912
H  3.01867  2.95721  -2.56337
H  2.01040  2.48385  -1.62858
O  -1.94902  -2.76948  1.52119
H  -2.85185  -2.81023  1.82014
H  -1.65309  -2.00542  2.03214
O  -0.62054  2.39501  1.57680
H  -1.22468  2.17798  2.13580
H  -0.77672  2.03678  0.69687
O  0.53604  0.18335  2.51394
H  0.91270  -0.54269  2.06431
H  1.24810  0.52723  3.33888
O  4.45454  -1.12418  0.72212
H  4.13987  -0.93726  -0.17929
H  5.21846  -1.65742  0.56283
O  0.07798  -4.13396  -0.26428
H  0.13729  -3.26682  0.00585
H  0.90757  -4.40557  -0.78498
O  -1.40388  0.35850  0.47942
H  -1.24246  0.30685  1.43766
H  -2.34769  0.25178  0.45318
O  -3.05302  -1.81437  -0.80141
H  -2.88825  -2.78544  -0.37310
H  -2.66355  -1.51175  -0.13797
O  -3.88426  2.27856  -0.91572
H  -3.95261  2.53287  -1.78547
H  -2.96352  2.63201  -0.68660
O  0.11950  3.55861  -1.55191
H  -0.23099  3.12933  -0.71547
H  0.58797  4.43254  -1.23294

Forces on atoms 1 to 2 (eV/Å):
O 0.95 -3.64 1.57
H 2.06 2.79 -2.29

SMILES: O.O.O.O.O.O.O.O.O.O.O
ΔE to the lowest compared entry with this formula, charge and spin: 5.784 eV
multiplicity: 1
HOMO level: -11.1 eV
total charge: 0


A 11-piece molecular cluster, H22O11 overall. Source: the Open Molecules 2025 dataset; level of theory: ωB97M-V/def2-TZVPD.

Positions of all 33 atoms, in Å:
O  -11.07512  15.26396  14.17039
H  -11.65106  15.83893  13.66648
H  -11.24746  15.49235  15.08383
O  -12.53349  17.31880  10.26089
H  -11.90130  17.08510  9.58122
H  -13.11868  17.94750  9.83839
O  -14.07249  21.65422  10.62417
H  -13.98779  21.20629  11.46585
H  -13.92884  22.57825  10.82855
O  -11.91838  19.42832  5.72670
H  -11.52177  19.35970  4.85824
H  -11.19690  19.68651  6.30030
O  -7.56625  13.98328  10.85504
H  -8.23241  14.05904  11.53821
H  -6.97304  13.30254  11.17273
O  -14.01097  13.79130  7.09726
H  -13.28826  13.58971  7.69164
H  -14.62846  13.06975  7.21685
O  -14.40026  19.93315  14.25231
H  -14.76660  19.05118  14.18798
H  -14.27300  20.07230  15.19075
O  -18.12624  18.94054  10.12589
H  -17.68951  18.20162  10.54958
H  -17.89695  19.69671  10.66614
O  -9.05676  21.13955  8.49814
H  -9.36786  21.15214  9.40329
H  -8.18813  21.53977  8.53733
O  -16.49261  21.58344  6.79279
H  -16.24021  22.20914  6.11381
H  -15.82239  21.68008  7.46932
O  -8.30971  14.18208  5.81389
H  -8.05217  13.29569  5.56049
H  -8.22281  14.19399  6.76706

Forces on atoms 1 to 2 (eV/Å):
O 0.16 -0.18 -0.05
H -0.14 0.16 -0.25

SMILES: O.O.O.O.O.O.O.O.O.O.O
ΔE to the lowest compared entry with this formula, charge and spin: 2.700 eV
multiplicity: 1
HOMO level: -11.0 eV
total charge: 0


A 11-piece molecular cluster, H22O11 overall. Source: the Open Molecules 2025 dataset; level of theory: ωB97M-V/def2-TZVPD.

Positions of all 33 atoms, in Å:
O  2.77039  -0.90265  4.58501
H  2.48716  -1.81547  4.53241
H  2.82662  -0.72251  5.52342
O  -3.90151  -3.09843  -0.95588
H  -3.77735  -2.20688  -0.63035
H  -3.95075  -3.00197  -1.90693
O  0.27404  -4.53007  1.78393
H  0.13070  -5.21360  1.12936
H  -0.06057  -3.73202  1.37480
O  -0.07131  -0.46029  0.26873
H  -0.81318  -0.03837  -0.16467
H  0.44189  0.26449  0.62587
O  2.31996  2.45944  2.05923
H  2.48333  3.28979  2.50652
H  2.33179  1.80450  2.75718
O  -4.20729  1.09067  -1.28546
H  -5.07375  1.49269  -1.22331
H  -3.78624  1.54005  -2.01825
O  1.07111  4.97450  -1.77670
H  1.06899  4.10668  -2.18055
H  1.29293  4.81199  -0.85983
O  4.43406  -2.31408  0.19388
H  3.62003  -1.94139  0.53253
H  4.96722  -2.47359  0.97268
O  3.04964  1.03325  -2.90403
H  3.78491  1.17705  -2.30828
H  3.02050  0.08412  -3.02457
O  -3.83733  3.51105  2.37060
H  -3.71819  3.13845  1.49698
H  -3.38288  4.35280  2.33651
O  -2.20530  -2.47818  -4.48344
H  -2.03735  -2.17771  -5.37661
H  -1.55225  -2.02428  -3.95077

Forces on atoms 1 to 2 (eV/Å):
O 0.07 0.23 -0.21
H -0.12 -0.26 -0.08

SMILES: O.O.O.O.O.O.O.O.O.O.O
ΔE to the lowest compared entry with this formula, charge and spin: 2.455 eV
multiplicity: 1
HOMO level: -11.3 eV
total charge: 0


A 11-piece molecular cluster, H23O11 overall. Source: the Open Molecules 2025 dataset; level of theory: ωB97M-V/def2-TZVPD.

Positions of all 34 atoms, in Å:
O  -2.05105  -2.94379  -2.78786
H  -1.98192  -2.86329  -1.80615
H  -1.17132  -2.93855  -3.19227
O  -2.06490  3.07919  0.68986
H  -1.36052  3.29867  0.09213
H  -2.77221  -1.42420  -2.80205
O  1.81754  -2.14050  -1.20371
H  -0.26789  -4.09872  0.25469
H  3.51294  1.02188  0.92201
O  0.51866  1.77667  -1.12993
H  0.89189  2.33803  -1.87777
H  3.72720  -2.82813  2.37901
O  -0.87635  1.99095  2.83459
H  -1.56714  2.46113  3.15383
H  1.08669  2.19456  -0.39369
O  -3.23277  -0.40443  -0.32928
H  -2.45624  -0.01294  0.29868
H  2.03031  -1.23973  -0.89267
O  -2.78567  -0.43922  -2.64412
H  2.46888  -2.23795  -1.90983
O  2.81229  -3.11591  2.79360
H  2.29128  -2.31639  2.67475
H  -1.91046  3.44757  1.54136
O  1.97387  3.77115  -0.00719
H  -2.05952  -0.21787  -2.09182
H  2.12406  4.68952  -0.21257
O  0.44302  -3.75815  -0.28474
H  1.93501  3.75807  0.96139
H  1.20910  -4.32264  -0.03773
O  2.68166  0.89454  1.44434
H  3.01149  1.37006  2.25993
H  -3.90548  0.27291  -0.13735
H  -0.53085  1.28800  3.35651
H  -3.54159  -0.35049  -1.91594

Forces on atoms 1 to 2 (eV/Å):
O -0.77 0.83 0.88
H 0.69 -0.71 -1.06

ΔE to the lowest compared entry with this formula, charge and spin: 5.335 eV
multiplicity: 1
HOMO level: -13.3 eV
total charge: +1


H23O12 as an isolated structure. Source: the Open Molecules 2025 dataset; level of theory: ωB97M-V/def2-TZVPD.

Positions of all 35 atoms, in Å:
O  3.11451  -0.44377  -3.05541
H  2.20875  -0.38060  -3.39286
H  2.86909  -0.22684  -2.14039
O  1.84162  -0.31594  4.17059
H  1.61381  -0.59612  3.25467
H  1.98915  0.62064  4.07241
O  -1.68314  -0.55424  0.75886
H  -2.23243  -1.35499  0.69794
O  0.86899  4.60868  0.17858
H  -0.03432  4.88582  -0.00273
H  0.75737  3.74839  0.60991
O  -0.36181  -3.36966  0.65203
H  -0.23615  -2.40646  0.62942
H  -0.06519  -0.07415  1.37437
O  0.23172  -0.07210  -2.04884
H  -0.16745  -0.85886  -1.66053
H  -2.15940  -0.14003  0.01662
O  -1.26391  2.08686  -1.02445
H  -0.59152  2.78002  -1.07063
H  -0.67303  1.37124  -0.73766
O  0.86920  -0.23697  1.57790
H  1.47301  -0.48571  0.51132
H  0.99980  -0.16794  -1.41726
O  0.57798  2.33748  2.33190
H  -0.28463  1.99356  2.09759
H  1.00066  1.45123  2.42392
O  -3.15866  0.62717  -3.52750
H  -2.19913  0.70216  -3.52103
H  -3.50291  1.17719  -2.82126
O  -2.93734  -3.56754  0.32732
H  -2.06927  -3.58344  0.78519
H  -2.73925  -3.64586  -0.60663
O  2.09138  -1.01226  -0.36574
H  0.23539  -3.56114  1.38298
H  2.13696  -1.95443  -0.23660

Forces on atoms 1 to 2 (eV/Å):
O -0.80 0.47 0.07
H 0.20 -0.20 -0.53

ΔE to the lowest compared entry with this formula, charge and spin: 2.239 eV
multiplicity: 1
HOMO level: -6.3 eV
total charge: -1


A 12-piece molecular cluster, H23O15S overall. Source: the Open Molecules 2025 dataset; level of theory: ωB97M-V/def2-TZVPD.

Positions of all 39 atoms, in Å:
O  0.14290  -0.05979  -0.46279
H  -0.62910  -0.64979  -0.31779
H  -0.14110  0.59521  0.18121
H  1.11990  -0.53479  -0.21579
S  -0.94310  3.41921  0.08221
O  -0.32210  3.37121  -1.24579
O  -0.70910  4.68521  0.72821
O  -2.38510  3.18421  0.07521
O  -0.44710  2.32521  0.81321
O  2.77990  -0.76379  -0.08979
H  2.99890  -0.78479  0.74621
H  3.43990  0.00321  -0.32979
O  2.01790  2.22621  -1.47479
H  1.10190  2.60421  -1.54479
H  2.33590  2.47221  -0.52779
O  1.90390  1.73521  1.87621
H  1.12590  2.07021  1.51321
H  2.52290  2.40321  1.62521
O  0.57590  -1.66279  1.63021
H  0.25190  -2.48079  2.12521
H  0.59390  -1.18279  2.51521
O  -2.16010  0.13821  -3.00379
H  -2.39910  -0.01979  -3.92579
H  -2.48610  -0.64079  -2.50779
O  0.78690  -2.12079  -2.47079
H  0.83390  -2.97479  -2.87979
H  1.42290  -1.50879  -2.93379
O  1.65290  -3.72279  -0.52679
H  1.19790  -2.97779  -0.67479
H  2.14190  -3.27279  0.22021
O  -2.07710  -1.90079  -1.01179
H  -1.91910  -2.60079  -1.65979
H  -2.96110  -2.08579  -0.64579
O  -2.36810  -1.29379  1.74221
H  -1.91710  -1.72279  2.50621
H  -2.88110  -1.84079  1.14321
O  -1.19910  1.97921  3.35121
H  -2.06510  1.65821  3.17121
H  -0.93810  1.93221  2.40421

Forces on atoms 1 to 2 (eV/Å):
O 1.63 -2.45 -0.20
H 0.40 -0.85 -0.67

ΔE to the lowest compared entry with this formula, charge and spin: 2.116 eV
multiplicity: 1
HOMO level: -3.2 eV
total charge: -1